Record 1
DFT (the ωB97M-V functional and the def2-TZVPD basis) results for a 3-piece molecular cluster, C26H37N3O8S overall.

```
75
Properties=species:S:1:pos:R:3
H -1.900 -5.948 -0.896
N -2.178 -5.645 0.045
C -3.475 -5.627 0.133
C -4.182 -5.206 1.468
C -4.603 -3.682 1.562
C -4.327 -2.706 0.356
C -2.787 -2.434 0.101
C -2.451 -0.993 -0.465
C -1.290 -0.235 0.295
C 0.040 -1.077 0.499
C 0.381 -2.091 -0.663
C 1.846 -2.680 -0.338
C 1.761 -3.902 0.703
C 2.466 -3.606 2.095
C 1.484 -3.120 3.241
C -6.129 -3.715 2.090
O -6.313 -2.816 3.240
S -4.906 -1.936 3.424
O -5.192 -0.676 2.695
O -4.464 -1.662 4.807
O -3.927 -3.068 2.718
H -4.027 -5.962 -0.798
H -5.032 -5.927 1.631
H -3.438 -5.403 2.298
H -4.922 -1.742 0.425
H -4.724 -3.219 -0.580
H -2.464 -3.174 -0.695
H -2.128 -2.677 0.992
H -2.222 -0.958 -1.565
H -3.390 -0.363 -0.324
H -1.592 0.150 1.320
H -1.062 0.694 -0.313
H 0.044 -1.552 1.523
H 0.892 -0.323 0.520
H 0.356 -1.650 -1.695
H -0.291 -3.005 -0.680
H 2.448 -1.858 0.135
H 2.277 -3.077 -1.299
H 0.679 -4.203 0.870
H 2.262 -4.815 0.266
H 2.915 -4.590 2.448
H 3.343 -2.900 1.994
H 0.484 -3.639 3.236
H 1.958 -3.341 4.248
H 1.331 -1.998 3.227
H -6.906 -3.319 1.364
H -6.497 -4.688 2.528
O 1.006 1.616 -1.156
N 2.059 1.108 -1.491
O 2.156 0.043 -2.073
C 3.294 1.824 -1.170
C 3.226 3.026 -0.473
C 4.402 3.691 -0.150
C 5.630 3.157 -0.526
C 5.688 1.959 -1.231
C 4.517 1.286 -1.556
H 2.276 3.450 -0.175
H 4.362 4.621 0.397
H 6.546 3.676 -0.267
H 6.647 1.548 -1.524
H 4.573 0.353 -2.103
O 4.476 6.904 -1.307
N 3.310 6.719 -1.011
O 2.941 6.140 -0.005
C 2.285 7.220 -1.926
C 2.668 7.853 -3.104
C 1.691 8.305 -3.981
C 0.346 8.127 -3.677
C -0.029 7.502 -2.492
C 0.942 7.044 -1.611
H 3.713 7.996 -3.350
H 1.978 8.794 -4.904
H -0.415 8.477 -4.366
H -1.078 7.368 -2.258
H 0.640 6.556 -0.693
```

## Properties
total charge: 0
highest occupied orbital energy: -9.87 eV
frontier orbital gap: 9.113 eV
SMILES: [H]/N=C/C[C@@]1(CCCCCCCCCC)COS(=O)(=O)O1.O=[N+]([O-])c1ccccc1.O=[N+]([O-])c1ccccc1

---

Record 2
DFT (the ωB97M-V functional and the def2-TZVPD basis) results for a 2-piece molecular cluster, C4H10S overall.

```
15
Properties=species:S:1:pos:R:3
C 3.369 -2.293 0.145
S 3.491 -0.808 1.208
H 2.444 -2.801 0.445
H 4.338 -2.859 0.191
H 3.145 -1.787 -0.726
H 2.273 -0.474 1.545
C -3.228 1.266 -0.737
C -1.644 1.490 -0.656
C -0.850 0.853 0.205
H -3.764 2.139 -0.425
H -3.506 0.565 -0.009
H -3.537 0.961 -1.745
H -1.339 2.512 -0.951
H -0.124 1.442 0.822
H -1.069 -0.206 0.688
```

## Properties
multiplicity: 2
total charge: -1
highest occupied orbital energy (alpha / beta): 1.17 / -5.39 eV
frontier orbital gap (alpha / beta): 2.373 / 8.983 eV

---

Record 3
DFT (the ωB97M-V functional and the def2-TZVPD basis) results for C21H37Br3CsF3NO14PS as an isolated structure.

```
82
Properties=species:S:1:pos:R:3
C -0.972 -0.663 3.913
C -0.669 0.156 2.523
O 0.733 0.132 2.079
C 1.666 0.543 3.140
C 3.052 1.261 2.581
O 2.674 2.584 2.060
C 3.208 3.684 2.877
O 2.211 4.782 3.068
C 0.920 4.245 3.532
O -0.025 3.961 2.599
O 0.566 3.932 4.926
P 1.846 4.370 6.027
O 2.307 6.046 5.879
O 1.298 4.202 7.687
H -2.123 -0.467 4.164
H -0.375 -0.291 4.848
H -0.863 -1.841 3.755
H -1.293 -0.402 1.671
H -1.142 1.251 2.563
H 2.031 -0.460 3.673
H 1.197 1.216 3.976
H 3.495 0.633 1.686
H 3.875 1.273 3.417
H 3.586 3.368 3.946
H 4.118 4.151 2.262
H 3.285 6.036 5.629
H 2.064 3.917 8.289
C -0.121 -1.736 -0.952
C -0.513 -1.758 -2.419
O -0.776 -3.096 -2.860
C -1.974 -3.612 -2.490
O -2.831 -3.040 -1.832
O -2.047 -4.885 -2.952
C -3.225 -5.578 -2.545
H 0.715 -2.419 -0.766
H 0.168 -0.728 -0.643
H -0.947 -2.066 -0.315
H 0.322 -1.384 -3.022
H -1.372 -1.107 -2.619
H -4.128 -5.016 -2.803
H -3.187 -5.777 -1.469
H -3.254 -6.536 -3.072
N 2.611 -0.170 -3.813
C 2.879 -1.455 -3.490
C 4.136 -1.913 -3.130
C 5.186 -1.001 -3.103
C 4.942 0.328 -3.432
C 3.650 0.692 -3.775
H 2.027 -2.128 -3.529
H 4.293 -2.956 -2.878
H 6.186 -1.324 -2.827
H 5.739 1.063 -3.421
H 3.408 1.718 -4.037
C -1.269 1.474 8.527
Br -2.955 0.653 8.009
Br -0.549 0.684 10.153
Br 0.025 1.447 7.075
H -1.480 2.525 8.748
Cs -1.709 1.459 12.248
C 4.003 8.798 1.617
F 5.103 9.443 1.114
F 3.753 9.382 2.833
F 2.956 9.161 0.808
S 4.231 6.947 1.730
O 5.379 6.746 2.624
O 4.486 6.498 0.354
O 2.972 6.428 2.282
C -6.279 -3.309 -6.164
C -4.917 -3.978 -6.165
O -4.968 -5.371 -5.852
C -5.734 -6.191 -6.731
C -5.240 -6.169 -8.166
H -6.769 -3.436 -5.193
H -6.177 -2.238 -6.368
H -6.943 -3.731 -6.922
H -4.293 -3.509 -5.396
H -4.399 -3.825 -7.117
H -6.793 -5.917 -6.673
H -5.660 -7.214 -6.348
H -5.303 -5.170 -8.605
H -5.838 -6.844 -8.786
H -4.191 -6.481 -8.215
```

## Properties
total charge: 0
highest occupied orbital energy: -7.31 eV
frontier orbital gap: 4.692 eV

---

Record 4
DFT (the ωB97M-V functional and the def2-TZVPD basis) results for C38H28N8O2RuS3 as an isolated structure.

```
80
Properties=species:S:1:pos:R:3
Ru 0.034 0.218 0.210
S 1.480 3.105 5.028
C 1.818 3.509 6.647
C 1.334 2.582 7.523
C 0.677 1.521 6.871
C 0.662 1.648 5.501
C 0.087 0.736 4.531
C 0.311 0.920 3.152
N -0.131 0.081 2.238
C -0.860 -0.997 2.606
C -1.184 -1.243 3.948
C -2.009 -2.378 4.245
C -2.457 -3.190 3.262
C -2.111 -2.963 1.888
C -2.562 -3.754 0.831
C -2.195 -3.460 -0.481
C -1.326 -2.375 -0.678
N -0.887 -1.600 0.305
C -1.292 -1.869 1.581
C -2.686 -4.224 -1.614
C -2.579 -3.941 -2.957
C -3.232 -4.877 -3.779
C -3.838 -5.867 -3.060
S -3.627 -5.669 -1.389
C -0.688 -0.357 4.909
H 2.348 4.419 6.878
H 1.447 2.658 8.594
H 0.248 0.680 7.398
H 0.887 1.765 2.794
H -2.278 -2.560 5.278
H -3.087 -4.038 3.496
H -3.211 -4.596 1.037
H -0.962 -2.150 -1.670
H -2.049 -3.083 -3.346
H -3.260 -4.827 -4.857
H -4.401 -6.706 -3.438
H -0.922 -0.535 5.949
S 0.109 0.271 -2.111
C 1.903 0.001 -2.251
N 2.516 0.072 -3.411
N 1.788 0.221 -4.516
C 2.355 0.468 -5.726
C 3.733 0.742 -5.835
C 4.268 0.985 -7.077
C 3.459 0.953 -8.215
C 2.092 0.685 -8.105
C 1.535 0.449 -6.872
N 2.578 -0.275 -1.170
N 2.012 -0.372 0.024
C 2.879 -0.151 1.098
C 2.690 -0.831 2.311
C 3.534 -0.591 3.376
C 4.583 0.315 3.255
C 4.810 0.951 2.038
C 3.978 0.718 0.964
H 0.773 0.140 -4.471
H 4.340 0.756 -4.941
H 5.322 1.204 -7.171
H 3.893 1.139 -9.188
H 1.470 0.657 -8.989
H 0.477 0.236 -6.770
H 1.919 -1.588 2.390
H 3.386 -1.126 4.305
H 5.230 0.511 4.099
H 5.647 1.627 1.925
H 4.142 1.206 0.015
C -5.064 2.732 0.123
N -3.603 2.697 0.125
C -2.858 3.822 0.064
C -1.496 3.815 0.093
C -0.889 2.545 0.189
O 0.369 2.279 0.252
N -1.649 1.435 0.223
C -3.013 1.424 0.208
O -3.679 0.413 0.258
H -5.403 3.761 0.051
H -5.443 2.283 1.039
H -5.450 2.157 -0.716
H -3.404 4.752 -0.007
H -0.903 4.713 0.040
```

## Properties
multiplicity: 5
total charge: +2
highest occupied orbital energy (alpha / beta): -11.99 / -12.58 eV
frontier orbital gap (alpha / beta): 6.180 / 3.795 eV

---

Asked for max |F| across the records above, the calculation gives 3.85, 3.10, 9.40, 2.58 eV/A in order.